105
Properties=species:S:1:pos:R:3 method="wB97M-V/def2-TZVPD" mol_weight_g_mol=634.64 total_energy_ev=-57815.1135 homo_lumo_gap_ev=8.447 charge=+1
C 4.91 3.35 3.52
C 3.54 2.67 3.27
B 2.71 3.42 2.18
O 2.57 4.79 2.27
C 2.11 2.50 0.99
C 3.23 2.21 -0.02
O 2.99 0.97 -0.63
C 1.68 0.84 -1.17
C 0.86 2.12 -1.10
N 0.84 2.88 0.24
C -0.39 2.49 1.02
C -0.63 0.99 1.14
O -1.40 0.46 0.08
C -2.76 0.61 0.06
C -3.46 1.21 1.25
O -3.36 0.20 -0.90
C 0.76 4.32 -0.17
C 0.05 5.26 0.81
C -1.44 5.61 0.46
O -0.13 6.52 0.42
H 5.73 2.65 3.34
H 5.01 3.72 4.55
H 5.08 4.21 2.87
H 3.71 1.64 2.93
H 2.96 2.60 4.21
H 2.81 5.33 1.51
H 1.92 1.53 1.46
H 4.17 2.13 0.53
H 3.33 3.03 -0.75
H 1.77 0.63 -2.25
H 1.20 -0.03 -0.72
H -0.17 1.95 -1.43
H 1.30 2.81 -1.83
H -1.24 2.94 0.49
H -0.31 2.92 2.02
H -1.11 0.79 2.10
H 0.29 0.41 1.18
H -4.39 1.65 0.87
H -2.92 1.99 1.79
H -3.74 0.43 1.96
H 1.77 4.70 -0.34
H 0.14 4.38 -1.07
H 0.25 5.14 1.88
H -2.17 6.41 0.32
H -1.70 5.53 1.55
C 4.64 1.06 -3.49
C 3.71 0.69 -4.62
O 2.58 1.14 -4.67
C 4.27 -0.25 -5.65
H 4.13 1.74 -2.82
H 4.92 0.16 -2.94
H 5.54 1.53 -3.88
H 4.54 -1.18 -5.16
H 5.17 0.20 -6.09
H 3.55 -0.45 -6.44
C 1.24 -2.85 -5.57
C 2.30 -3.76 -5.00
O 3.34 -3.34 -4.54
C 2.01 -5.24 -5.05
H 1.55 -1.81 -5.48
H 1.07 -3.09 -6.62
H 0.30 -2.99 -5.03
H 1.85 -5.55 -6.08
H 1.10 -5.46 -4.49
H 2.84 -5.79 -4.62
C -1.94 -2.34 5.01
C -1.08 -1.11 4.92
O -0.55 -0.78 3.87
C -0.91 -0.31 6.18
H -1.98 -2.84 4.04
H -1.52 -3.02 5.75
H -2.95 -2.07 5.33
H -0.46 -0.95 6.94
H -1.88 0.03 6.54
H -0.27 0.55 5.99
C -6.31 -0.76 -1.20
C -7.38 -1.82 -1.31
O -7.25 -2.90 -0.78
C -8.61 -1.48 -2.12
H -5.49 -1.13 -0.60
H -5.94 -0.48 -2.19
H -6.73 0.14 -0.73
H -8.33 -1.23 -3.15
H -9.11 -0.61 -1.69
H -9.29 -2.33 -2.13
C -3.02 -3.42 -5.03
C -3.09 -3.32 -6.53
O -2.16 -3.65 -7.23
C -4.38 -2.82 -7.13
H -2.04 -3.80 -4.75
H -3.16 -2.43 -4.58
H -3.79 -4.09 -4.65
H -4.59 -1.80 -6.77
H -5.21 -3.46 -6.83
H -4.31 -2.80 -8.21
C 3.08 -2.46 9.10
C 2.09 -2.82 8.02
O 0.97 -2.35 8.01
C 2.55 -3.79 6.97
H 2.63 -1.76 9.80
H 3.38 -3.36 9.64
H 3.97 -2.01 8.66
H 2.84 -4.74 7.43
H 3.43 -3.39 6.45
H 1.75 -3.97 6.25

---

113
Properties=species:S:1:pos:R:3 method="wB97M-V/def2-TZVPD" s2=2.025 relative_energy_ev=3.367 mol_weight_g_mol=993.55 total_energy_ev=-159359.1683 homo_lumo_gap_ev="6.198 / 6.199" spin_multiplicity=3 charge=-2
V -0.78 0.25 -0.61
O 0.35 -0.72 -1.53
C 1.31 -1.72 -1.74
C 1.93 -2.07 -0.39
C 0.45 -2.31 1.83
C 0.58 -2.92 3.08
C -0.26 -2.59 4.11
C -1.24 -1.65 3.86
C -1.31 -1.06 2.61
C -2.46 -0.08 2.47
C -3.20 -0.05 1.13
O -2.30 0.53 0.25
C -4.44 0.82 1.22
C -5.53 0.43 1.99
C -6.66 1.22 2.07
C -6.72 2.42 1.37
C -5.65 2.82 0.60
C -4.51 2.02 0.52
C -3.60 -1.43 0.59
C -3.86 -1.54 -0.77
C -4.21 -2.76 -1.32
C -4.30 -3.89 -0.52
C -4.06 -3.78 0.83
C -3.71 -2.55 1.39
N -0.46 -1.35 1.60
C 0.68 -2.90 -2.47
C 1.50 -3.95 -2.87
C 0.99 -5.01 -3.59
C -0.35 -5.03 -3.93
C -1.18 -3.99 -3.53
C -0.66 -2.93 -2.80
C 2.34 -1.14 -2.72
C 3.70 -1.00 -2.45
C 4.57 -0.53 -3.43
C 4.09 -0.17 -4.68
C 2.73 -0.28 -4.95
C 1.88 -0.78 -3.98
H 2.82 -2.64 -0.69
H 1.82 0.02 0.02
H 1.34 -3.67 3.20
H -0.16 -3.06 5.08
H -1.96 -1.38 4.62
H -3.17 -0.28 3.28
H -2.09 0.95 2.62
H -5.50 -0.52 2.52
H -7.50 0.90 2.68
H -7.61 3.04 1.43
H -5.67 3.74 0.04
H -3.67 2.33 -0.09
H -3.78 -0.66 -1.41
H -4.38 -2.84 -2.39
H -4.53 -4.85 -0.96
H -4.09 -4.66 1.47
H -3.48 -2.50 2.44
H 2.55 -3.93 -2.61
H 1.64 -5.83 -3.87
H -0.76 -5.87 -4.49
H -2.23 -4.01 -3.76
H -1.32 -2.15 -2.46
H 4.09 -1.24 -1.47
H 5.62 -0.44 -3.20
H 4.77 0.20 -5.44
H 2.34 0.00 -5.92
H 0.82 -0.89 -4.20
O 4.54 -3.77 2.47
C 3.48 -3.06 1.91
C 2.47 -3.71 1.29
C 1.28 -3.00 0.71
N 2.37 -0.83 0.20
C 2.97 -0.68 1.41
C 3.56 -1.64 2.16
C 2.87 0.80 1.89
O 3.61 1.14 2.81
O 2.07 1.50 1.20
C 0.26 -4.06 0.13
O 0.71 -5.18 -0.15
O -0.87 -3.61 -0.08
H 4.35 -4.71 2.34
H 2.51 -4.77 1.10
H 4.09 -1.29 3.04
C -0.58 3.56 1.11
Ge -0.30 2.74 -0.64
C -1.76 3.51 -1.77
C -2.62 4.53 -1.34
C -3.66 4.99 -2.13
C -3.87 4.45 -3.39
C -3.03 3.44 -3.84
C -2.00 2.98 -3.03
C 1.31 3.52 -1.48
C 2.26 2.64 -1.95
C 3.49 3.08 -2.49
C 3.78 4.40 -2.57
C 2.83 5.36 -2.13
C 3.10 6.75 -2.24
C 2.18 7.68 -1.85
C 0.94 7.25 -1.33
C 0.67 5.92 -1.20
C 1.60 4.92 -1.59
H -0.55 4.64 1.10
H 0.21 3.19 1.77
H -1.55 3.23 1.50
H -2.49 4.95 -0.35
H -4.31 5.78 -1.77
H -4.68 4.81 -4.02
H -3.19 3.01 -4.82
H -1.37 2.18 -3.40
H 2.08 1.57 -1.88
H 4.20 2.34 -2.83
H 4.73 4.74 -2.97
H 4.05 7.06 -2.65
H 2.40 8.74 -1.94
H 0.20 7.98 -1.02
H -0.29 5.61 -0.82

---

8
Properties=species:S:1:pos:R:3 method="wB97M-V/def2-TZVPD" relative_energy_ev=2.454 mol_weight_g_mol=300.30 total_energy_ev=-96959.7196 homo_lumo_gap_ev=8.234
C -1.00 -0.38 -0.12
C 1.14 0.09 0.25
N -1.46 0.66 -0.49
F 1.63 -0.14 -1.01
Cl -1.19 -1.98 0.14
Br 1.86 -1.21 1.30
I 1.43 2.31 0.67
H -2.42 0.64 -0.74